Entry 1:
Below is one molecule with the formula C5H6N2 at a distorted geometry, with properties calculated with ωB97M-V/def2-TZVPD.

Each line ends with the natural charge from an NBO analysis.
Atoms and positions in Å:
N -0.80444 0.62207 -2.35443  -0.319
C -1.08249 -0.05972 -1.46365  0.273
C -0.98141 -0.61786 -0.13339  -0.182
C 0.41172 -1.21055 0.11662  -0.408
C 0.77220 0.08556 0.82881  -0.093
C 0.36888 1.36806 0.19763  -0.300
N -0.63451 0.59900 0.93233  -0.322
H -1.86321 -1.19184 0.16541  0.248
H 0.97948 -1.54992 -0.75765  0.223
H 0.34639 -2.01636 0.85040  0.223
H 1.41461 0.09690 1.70366  0.206
H 0.20546 1.48540 -0.86482  0.229
H 0.68132 2.30467 0.64606  0.221

Results
structure (SMILES) = N#C[C@H]1C[C@H]2CN21
ΔE to the lowest compared entry with this formula, charge and spin = 290.7 kJ/mol



Entry 2:
Below is a 7-piece molecular cluster, H14O6S2 overall at a distorted geometry, with properties calculated with ωB97M-V/def2-TZVPD.

Each line ends with the natural charge from an NBO analysis.
Atoms and positions in Å:
S 2.22412 0.63677 -1.77843  -0.141
S 2.11370 -1.42581 -1.35734  -0.136
H 1.98667 0.60926 -3.12637  0.133
H 1.10157 -1.21272 -0.48887  0.146
O -2.53002 -0.53699 3.39947  -0.957
H -1.65195 -0.99637 3.39038  0.471
H -3.01657 -1.03636 2.70246  0.488
O -1.28561 2.49693 2.42181  -0.977
H -1.94425 1.77618 2.55285  0.497
H -0.77917 2.50478 3.24289  0.490
O -1.47949 -1.31207 -2.61876  -0.963
H -1.05355 -0.56425 -2.18868  0.481
H -0.85373 -1.74938 -3.18459  0.480
O -0.42363 1.16947 0.00877  -0.978
H -0.87358 1.66232 0.67922  0.498
H -0.37143 1.73526 -0.75999  0.473
O -3.16990 -1.40034 0.16345  -0.957
H -3.05415 -1.01664 -0.72333  0.489
H -2.72604 -2.22848 0.13489  0.469
O 1.46197 1.09458 2.24614  -0.963
H 1.62616 0.18650 1.96551  0.468
H 1.00788 1.56321 1.54965  0.489

Results
structure (SMILES) = SS.O.O.O.O.O.O
ΔE to the lowest compared entry with this formula, charge and spin = 83.7 kJ/mol



Entry 3:
Below is a 5-piece molecular cluster, C8H27N7O5 overall at a distorted geometry, with properties calculated with ωB97M-V/def2-TZVPD.

Each line ends with the natural charge from an NBO analysis.
Atoms and positions in Å:
C 0.04658 3.25392 2.28127  -0.244
O -0.20474 4.22571 1.30607  -0.541
C 0.37715 3.90663 0.05727  -0.058
C 0.01548 5.04552 -0.87859  -0.074
C -1.46153 5.37303 -0.89294  -0.624
N 0.58286 4.88390 -2.23253  -0.820
H -0.51839 3.50859 3.17866  0.190
H 1.10909 3.18577 2.54137  0.165
H -0.31244 2.26323 1.96973  0.158
H 1.44074 3.68810 0.18446  0.180
H -0.08597 2.99735 -0.35901  0.149
H 0.45754 5.95556 -0.45591  0.186
H -1.77604 5.81429 0.05291  0.226
H -2.12332 4.55980 -1.21076  0.199
H -1.67830 6.14505 -1.63941  0.205
H 0.46498 5.76236 -2.72223  0.357
H 0.00125 4.21554 -2.73258  0.345
N -1.51370 -2.27321 2.80289  -0.846
C -0.24245 -1.79715 2.79258  0.772
N 0.04212 -0.76540 3.60844  -0.833
O 0.61751 -2.29314 2.04464  -0.726
H -2.24632 -1.88610 3.36720  0.384
H -1.76579 -3.03569 2.18178  0.455
H -0.64560 -0.28711 4.15600  0.396
H 1.00673 -0.48773 3.63478  0.414
N 0.72264 -2.84587 -2.95425  -0.867
C 2.01758 -2.43162 -3.20191  0.775
N 2.27649 -1.32548 -2.44144  -0.862
O 2.74617 -2.95222 -4.03779  -0.667
H 0.41073 -2.58239 -2.02862  0.403
H 0.35658 -3.69701 -3.33476  0.395
H 3.16067 -0.86160 -2.50133  0.404
H 1.53895 -1.10111 -1.79114  0.403
N -0.93958 -6.26431 -0.20812  -0.837
C -0.70079 -5.04162 0.34610  0.784
N 0.59826 -4.71918 0.56560  -0.847
O -1.63054 -4.28076 0.65328  -0.719
H -1.86852 -6.64093 -0.20005  0.404
H -0.20879 -6.94868 -0.26889  0.382
H 1.31703 -5.40973 0.46574  0.381
H 0.74596 -3.93083 1.20501  0.447
C -0.38115 0.15751 -0.75799  -0.265
O -0.16983 -1.25177 -0.53335  -0.755
H 0.58386 0.65917 -0.85955  0.167
H -0.99243 0.26155 -1.65428  0.190
H -0.94629 0.58898 0.07096  0.170
H -0.22445 -1.34094 0.43069  0.498

Results
structure (SMILES) = COC[C@H](C)N.NC(N)=O.NC(N)=O.NC(N)=O.CO
ΔE to the lowest compared entry with this formula, charge and spin = 0.0 kJ/mol



Please write out number 1 again, unchanged.
Below is one molecule with the formula C5H6N2 at a distorted geometry, with properties calculated with ωB97M-V/def2-TZVPD.

Each line ends with the natural charge from an NBO analysis.
Atoms and positions in Å:
N -0.80444 0.62207 -2.35443  -0.319
C -1.08249 -0.05972 -1.46365  0.273
C -0.98141 -0.61786 -0.13339  -0.182
C 0.41172 -1.21055 0.11662  -0.408
C 0.77220 0.08556 0.82881  -0.093
C 0.36888 1.36806 0.19763  -0.300
N -0.63451 0.59900 0.93233  -0.322
H -1.86321 -1.19184 0.16541  0.248
H 0.97948 -1.54992 -0.75765  0.223
H 0.34639 -2.01636 0.85040  0.223
H 1.41461 0.09690 1.70366  0.206
H 0.20546 1.48540 -0.86482  0.229
H 0.68132 2.30467 0.64606  0.221

Results
structure (SMILES) = N#C[C@H]1C[C@H]2CN21
ΔE to the lowest compared entry with this formula, charge and spin = 290.7 kJ/mol



> Which of these has the lowest ΔE to the lowest compared entry with this formula, charge and spin?

C8H27N7O5



> Which of these has the lowest ΔE to the lowest compared entry with this formula, charge and spin?

C8H27N7O5



> Which formula does entry 3 have?

C8H27N7O5